Record 1
10
Properties=species:S:1:pos:R:3:forces:R:3:mulliken_charge:R:1 method="wB97M-V/def2-TZVPD" lumo_ev=-0.528 gap_ev=8.0
C -1.285 0.990 -0.184 -0.7 -1.4 -2.5 -0.67
C -1.483 -0.286 -1.698 0.4 1.1 2.0 -0.16
C -0.007 -0.298 0.936 0.6 0.7 -3.2 -0.76
C 0.110 0.898 0.011 2.9 2.6 0.8 0.27
C 0.813 -0.353 -0.367 -2.3 -0.1 1.4 -0.09
S -0.088 -1.174 -1.663 -0.6 0.2 -0.5 -0.01
H 0.322 -0.358 1.888 1.4 0.3 2.8 0.35
H -0.945 -0.664 0.807 -2.8 -1.9 -0.1 0.27
H 0.773 1.772 0.356 -1.3 -1.3 -0.4 0.34
H 1.788 -0.527 -0.086 2.4 -0.2 -0.3 0.46

Record 2
11
Properties=species:S:1:pos:R:3:forces:R:3:mulliken_charge:R:1 method="wB97M-V/def2-TZVPD" smiles="C#C[C@@H]1CSC1=S" lumo_ev=-0.211 gap_ev=8.6
C -2.420 0.270 -0.078 1.3 0.6 1.3 -0.03
C -1.258 -0.040 0.158 -2.4 0.0 -0.5 -0.80
C 0.111 -0.517 0.220 0.7 1.0 -1.6 0.32
C 1.139 0.486 0.853 -0.8 -0.1 -0.3 -0.70
S 2.052 0.671 -0.706 -0.5 -0.4 -0.4 -0.10
C 0.746 -0.422 -1.227 0.5 -0.4 0.6 0.04
S 0.419 -1.237 -2.581 0.1 0.6 0.6 -0.24
H -3.379 0.802 0.021 0.9 -0.9 -0.5 0.38
H 0.213 -1.550 0.505 -0.1 -0.3 0.5 0.39
H 1.725 0.132 1.678 0.3 -0.4 0.3 0.35
H 0.654 1.405 1.157 -0.1 0.2 0.0 0.38

Record 3
11
Properties=species:S:1:pos:R:3:forces:R:3:mulliken_charge:R:1 method="wB97M-V/def2-TZVPD" smiles="S=C1C=CCC1=S" lumo_ev=-1.432 gap_ev=7.3
S -2.154 -0.427 0.039 0.2 -0.3 -0.1 -0.24
C -0.725 0.297 -0.035 1.3 1.8 0.7 0.14
C -0.464 1.788 -0.037 0.4 -2.2 -1.0 -0.24
C 0.843 2.014 -0.214 0.3 -0.3 3.3 -0.64
C 1.722 0.808 0.167 0.9 0.9 -0.6 -0.28
C 0.731 -0.280 0.037 -2.4 3.7 0.0 0.26
S 1.066 -1.741 -0.059 1.1 -5.9 -0.3 -0.31
H -1.225 2.519 0.086 -0.5 0.4 -0.2 0.45
H 1.193 2.973 0.047 0.7 1.3 -0.7 0.34
H 2.213 0.757 1.217 -1.1 0.7 -1.5 0.26
H 2.595 0.689 -0.525 -0.8 -0.2 0.5 0.28

Record 4
12
Properties=species:S:1:pos:R:3:forces:R:3:mulliken_charge:R:1 method="wB97M-V/def2-TZVPD" lumo_ev="-0.832 / -0.021" gap_ev="6.9 / 8.0"
C 1.314 1.048 -0.148 0.4 0.4 -0.2 -0.13
C -1.560 1.501 0.031 2.9 -3.2 -0.5 -0.04
C 1.085 -0.208 0.048 -1.2 2.1 -0.1 0.15
C -1.674 0.170 -0.047 1.1 2.2 0.1 -0.39
C 1.001 -1.604 0.103 -0.6 -2.5 2.0 -0.82
S 0.029 2.274 -0.139 -0.3 1.2 0.0 -0.11
Br -3.116 -0.919 -0.049 -0.5 -0.6 0.1 -0.10
H 2.283 1.635 -0.361 -1.3 -1.3 0.4 0.26
H -2.262 2.202 0.306 -1.8 1.4 0.3 0.43
H 1.594 -1.989 -0.667 1.6 -1.0 -1.1 0.31
H 1.287 -2.090 1.114 -0.4 0.9 -1.6 0.23
H 0.019 -2.019 -0.191 0.1 0.4 0.5 0.21

Record 5
13
Properties=species:S:1:pos:R:3:forces:R:3:mulliken_charge:R:1 method="wB97M-V/def2-TZVPD" smiles=CSc1sccc1Br lumo_ev=0.375 gap_ev=8.9
C -0.217 2.230 0.201 0.8 0.1 -0.2 -0.70
S -0.441 1.214 1.698 -0.5 0.0 0.3 -0.04
C -0.518 -0.390 1.014 2.7 -2.3 -1.7 0.09
S -1.908 -1.396 0.796 0.2 1.1 0.4 -0.12
C -1.042 -2.678 0.191 2.0 -0.5 -0.9 -0.41
C 0.343 -2.466 0.105 -1.5 0.1 -0.2 -0.43
C 0.631 -1.193 0.498 -1.5 3.7 2.3 0.15
Br 2.384 -0.427 0.471 -0.6 -0.4 0.0 -0.15
H -0.985 1.898 -0.534 1.0 0.4 0.3 0.26
H 0.865 2.112 -0.072 -1.2 -0.2 -0.5 0.22
H -0.296 3.316 0.419 -0.4 -0.8 0.2 0.30
H -1.486 -3.444 -0.394 -0.7 -0.8 0.3 0.41
H 1.112 -3.090 -0.299 -0.1 -0.6 -0.2 0.42

Record 6
20
Properties=species:S:1:pos:R:3:forces:R:3:mulliken_charge:R:1 method="wB97M-V/def2-TZVPD" lumo_ev=-15.213 charge=+4 gap_ev=8.5
Lu -1.192 -0.341 -4.250 -1.3 -1.4 2.1 1.66
Y 1.295 0.431 0.023 -0.9 -3.8 -1.2 1.62
Cl -0.855 -2.552 -3.365 -0.1 1.4 -0.3 -0.34
Cl 0.128 1.318 -2.169 -0.1 -0.8 -0.2 -0.42
C 1.509 2.552 0.650 1.1 10.7 2.3 0.05
C 0.209 -1.330 -5.789 5.3 -3.0 -4.8 0.26
C 0.220 1.143 -5.351 4.9 4.5 -3.0 0.24
O 1.628 3.696 0.870 -0.7 -7.0 -1.2 0.13
O 1.057 -1.723 -6.485 -4.6 1.9 3.7 0.02
O 1.055 1.758 -5.859 -3.9 -2.8 2.3 0.01
N -0.249 -0.428 4.241 0.1 0.3 0.4 -0.30
C -1.129 -0.747 3.070 -0.5 -0.1 1.3 -0.55
C -0.341 -0.423 1.895 1.5 1.0 -2.3 1.25
O 0.905 -0.090 2.131 -0.5 -0.1 -1.0 -0.88
O -0.737 -0.361 0.677 0.7 0.0 1.5 -0.63
H 0.729 -0.590 3.926 -0.4 -0.1 0.8 0.38
H -0.470 -0.945 5.108 0.0 0.0 -0.3 0.37
H -0.314 0.579 4.462 0.0 -0.4 0.2 0.37
H -1.414 -1.785 3.097 -0.1 -0.6 -0.1 0.36
H -2.035 -0.162 3.118 -0.4 0.2 -0.1 0.40

Record 7
13
Properties=species:S:1:pos:R:3:forces:R:3:mulliken_charge:R:1 method="wB97M-V/def2-TZVPD" lumo_ev=-0.273 gap_ev=9.8
C -0.589 -0.467 1.208 2.6 -2.1 0.6 -1.21
C 0.100 -0.064 -0.068 -1.0 0.8 0.1 0.75
C -0.568 0.462 -1.109 0.4 -1.5 1.5 -0.33
C -1.967 0.412 -1.154 -5.6 -1.1 1.0 0.06
N -3.134 0.216 -0.985 4.6 1.0 -1.0 -0.49
C 1.582 0.072 -0.073 1.4 0.0 0.7 -0.37
Cl 2.376 -1.212 -0.999 0.0 -0.1 -1.2 -0.14
Cl 2.149 1.764 -0.370 -0.2 -0.6 -0.5 -0.14
H -0.300 0.330 1.887 -0.6 0.1 0.5 0.30
H -0.137 -1.440 1.689 -0.6 1.7 -1.1 0.28
H -1.628 -0.663 1.085 -0.8 0.4 0.0 0.46
H -0.018 0.746 -1.932 0.9 1.0 -1.8 0.48
H 2.132 -0.155 0.823 -0.9 0.3 1.0 0.35

Record 8
15
Properties=species:S:1:pos:R:3:forces:R:3:mulliken_charge:R:1 method="wB97M-V/def2-TZVPD" lumo_ev=-0.530 gap_ev=8.9
C 0.169 -1.299 1.461 -2.5 -1.6 0.1 -0.43
C 1.499 -1.291 1.490 0.9 0.4 0.2 -0.44
C -0.436 -0.345 0.504 0.4 -2.1 0.3 0.60
C 0.564 0.139 -0.224 1.6 3.5 -2.8 0.04
C -1.898 -0.179 0.417 -1.0 1.5 -1.0 -1.22
O -0.339 2.860 -1.920 -0.9 0.5 0.2 -0.50
P 0.542 1.718 -1.958 1.5 -2.4 2.7 0.87
S 2.205 -0.187 0.359 -1.3 -0.2 -0.2 -0.08
Cl 2.516 2.282 -1.808 -0.5 -0.2 -0.1 -0.24
Cl 0.500 0.724 -3.699 -0.1 -0.2 0.2 -0.17
H -0.422 -2.199 1.929 1.0 2.3 -0.5 0.22
H 2.088 -1.855 2.187 0.4 -0.2 -0.1 0.39
H -2.290 0.620 -0.283 0.9 -0.6 0.9 0.33
H -2.483 -1.032 0.128 0.2 -0.9 -0.2 0.31
H -2.214 0.043 1.417 -0.5 0.4 0.5 0.33

Record 9
15
Properties=species:S:1:pos:R:3:forces:R:3:mulliken_charge:R:1 method="wB97M-V/def2-TZVPD" smiles=Cc1[nH]nc(C(F)F)c1Cl lumo_ev=0.730 gap_ev=9.9
C -0.028 -0.529 2.470 0.6 -4.2 -0.2 -1.34
C 0.237 -0.264 1.033 -0.9 0.3 -1.3 0.15
N 1.078 -1.021 0.221 0.2 0.3 2.4 0.28
N 1.020 -0.718 -1.033 0.1 0.4 -2.7 -0.88
C 0.076 0.169 -1.240 -0.5 0.6 3.9 0.22
C -0.254 0.831 -2.527 1.6 0.3 -2.3 0.21
F -0.132 2.201 -2.473 -0.1 0.0 0.7 -0.25
F -1.554 0.596 -2.795 -0.4 -0.2 -0.4 -0.23
C -0.507 0.492 0.143 2.1 -1.3 -2.3 0.64
Cl -1.850 1.433 0.510 -0.5 0.5 0.2 -0.21
H -0.879 -1.258 2.531 0.4 0.5 -0.2 0.28
H 0.786 -1.146 2.950 -0.4 0.8 -0.6 0.31
H -0.301 0.188 3.163 -0.2 2.2 0.7 0.39
H 1.868 -1.591 0.518 -0.5 0.3 0.0 0.24
H 0.440 0.618 -3.471 -1.5 -0.5 2.2 0.20

Record 10
13
Properties=species:S:1:pos:R:3:forces:R:3:mulliken_charge:R:1 method="wB97M-V/def2-TZVPD" lumo_ev=0.892 gap_ev=10.5
C 0.157 -0.236 -0.428 0.1 1.2 0.9 0.81
C -0.815 0.799 0.149 -1.5 0.6 -0.6 -0.09
C 0.734 -0.112 0.984 0.2 -1.8 1.8 -0.18
C 1.181 1.310 0.916 -0.8 1.4 0.8 -0.52
C 0.102 2.004 0.425 2.1 -4.5 0.7 -0.85
H -1.840 0.810 -0.325 1.2 0.6 0.6 0.41
H -1.303 -0.819 1.384 1.9 2.1 0.2 0.29
H 1.370 -0.841 1.637 -1.0 1.1 -1.7 0.39
H 2.122 1.461 1.438 -0.1 1.1 -0.6 0.40
H -0.056 2.936 0.066 -0.2 2.9 -0.6 0.46
N -0.683 0.091 1.439 -2.2 -1.9 1.1 -0.61
F 0.894 0.105 -1.463 1.3 0.3 -1.6 -0.28
Cl -0.689 -1.631 -0.787 -1.1 -3.0 -1.1 -0.23